1.
{"formula": "C16H24As2F13MnO12", "method": "ωB97M-V/def2-TZVPD", "total_charge": -1, "lumo_energy_ev": [1.9, 1.9], "gap_ha": [0.27285, 0.31264], "multiplicity": 6, "elements": ["Mn", "As", "F", "F", "F", "F", "F", "F", "As", "F", "F", "F", "F", "F", "F", "F", "C", "C", "C", "O", "C", "O", "O", "H", "H", "H", "H", "H", "H", "C", "C", "C", "O", "C", "O", "O", "H", "H", "H", "H", "H", "H", "C", "C", "C", "O", "C", "O", "O", "H", "H", "H", "H", "H", "H", "C", "C", "C", "O", "C", "O", "O", "H", "H", "H", "H", "H", "H"], "xyz": [[0.957, 0.153, -0.009], [2.302, -3.010, 2.526], [3.089, -3.958, 3.754], [2.073, -1.675, 3.633], [1.437, -2.179, 1.259], [2.519, -4.328, 1.411], [0.778, -3.636, 3.090], [3.793, -2.307, 2.081], [2.425, 2.160, -3.049], [2.863, 3.292, -4.290], [2.000, 3.475, -2.014], [1.989, 1.034, -1.768], [2.714, 0.767, -4.060], [4.072, 2.106, -2.571], [0.782, 2.132, -3.633], [2.684, 0.350, 0.819], [-3.160, 3.858, 1.936], [-2.251, 4.263, 0.817], [-1.119, 5.232, 1.223], [0.028, 4.377, 1.324], [-0.206, 3.246, 0.631], [0.592, 2.406, 0.387], [-1.516, 3.172, 0.282], [-4.029, 4.497, 2.086], [-2.696, 3.600, 2.891], [-3.620, 2.893, 1.674], [-2.827, 4.725, 0.014], [-1.308, 5.654, 2.206], [-0.871, 5.952, 0.446], [3.527, -4.533, -3.063], [2.654, -3.467, -3.702], [1.209, -3.941, -3.953], [0.496, -3.337, -2.867], [1.253, -2.396, -2.290], [0.935, -1.710, -1.375], [2.506, -2.402, -2.779], [3.013, -4.910, -2.163], [4.447, -4.147, -2.627], [3.690, -5.442, -3.643], [3.163, -3.162, -4.617], [1.120, -5.017, -3.835], [0.852, -3.564, -4.910], [-2.669, -1.826, -4.208], [-3.167, -0.870, -3.146], [-3.671, -1.558, -1.860], [-2.817, -1.040, -0.818], [-1.890, -0.241, -1.357], [-0.994, 0.250, -0.745], [-2.032, -0.145, -2.673], [-3.501, -2.203, -4.805], [-2.190, -2.703, -3.757], [-1.877, -1.437, -4.847], [-3.967, -0.256, -3.558], [-3.729, -2.643, -1.861], [-4.637, -1.166, -1.535], [-1.067, 2.563, 5.562], [-0.014, 1.598, 5.100], [-0.214, 0.107, 5.454], [-0.438, -0.510, 4.201], [-0.062, 0.313, 3.207], [-0.072, 0.028, 2.056], [0.225, 1.537, 3.691], [-0.975, 2.699, 6.640], [-2.056, 2.166, 5.311], [-0.983, 3.563, 5.134], [0.969, 1.880, 5.488], [-1.142, -0.026, 6.018], [0.607, -0.301, 6.037]], "lowdin_charge": [0.94, 0.70, -0.28, -0.25, -0.27, -0.27, -0.27, -0.23, 0.72, -0.27, -0.24, -0.28, -0.27, -0.23, -0.27, -0.52, -0.03, -0.32, -0.07, 0.08, -0.51, 0.14, 0.09, 0.08, 0.08, 0.09, 0.15, 0.13, 0.13, -0.03, -0.31, -0.07, 0.07, -0.51, 0.13, 0.12, 0.10, 0.09, 0.08, 0.15, 0.13, 0.13, -0.02, -0.29, -0.06, 0.10, -0.52, 0.11, 0.12, 0.09, 0.08, 0.09, 0.15, 0.13, 0.13, -0.03, -0.31, -0.08, 0.08, -0.53, 0.13, 0.10, 0.09, 0.09, 0.08, 0.15, 0.13, 0.14]}



2.
{"formula": "C28H44BrMgN3P2", "method": "ωB97M-V/def2-TZVPD", "total_charge": 2, "lumo_energy_ev": [-6.7, -6.7], "gap_ha": [0.24459, 0.24451], "multiplicity": 1, "elements": ["N", "C", "C", "C", "C", "C", "C", "Mg", "P", "C", "C", "C", "C", "C", "C", "C", "Br", "H", "H", "H", "H", "H", "H", "H", "H", "H", "H", "P", "C", "C", "H", "H", "H", "H", "H", "C", "C", "H", "H", "H", "H", "H", "C", "C", "H", "H", "H", "H", "H", "C", "C", "H", "H", "H", "H", "H", "C", "C", "H", "H", "H", "H", "H", "C", "C", "H", "H", "H", "H", "H", "N", "C", "C", "C", "N", "H", "H", "H", "H"], "xyz": [[6.209, 0.187, 2.250], [5.907, -0.913, 1.553], [5.428, -0.863, 0.238], [5.297, 0.410, -0.383], [5.590, 1.558, 0.382], [6.087, 1.397, 1.689], [4.693, 0.554, -1.678], [-0.616, -0.121, -1.109], [-3.140, -0.749, -0.654], [3.963, 1.661, -1.983], [2.573, 1.508, -2.364], [1.654, 2.586, -2.298], [0.290, 2.389, -2.526], [-0.137, 1.081, -2.850], [0.764, 0.009, -3.049], [2.108, 0.248, -2.779], [-2.002, 0.761, -3.614], [4.760, -0.321, -2.340], [4.301, 2.668, -1.766], [5.094, -1.758, -0.271], [5.389, 2.572, 0.016], [6.016, -1.873, 2.056], [6.348, 2.295, 2.273], [2.023, 3.592, -2.085], [2.830, -0.536, -2.996], [-0.460, 3.181, -2.415], [0.430, -0.972, -3.400], [0.004, 0.792, 1.823], [-2.989, -1.972, -2.046], [-4.045, -1.859, -3.146], [-2.993, -2.980, -1.599], [-1.988, -1.876, -2.518], [-3.905, -2.691, -3.849], [-5.076, -1.914, -2.772], [-3.895, -0.948, -3.738], [-3.879, 0.896, -1.057], [-5.332, 0.883, -1.474], [-3.298, 1.335, -1.895], [-3.691, 1.543, -0.181], [-5.572, 1.851, -1.943], [-5.552, 0.101, -2.219], [-6.009, 0.778, -0.612], [-4.301, -1.459, 0.548], [-5.416, -2.267, -0.093], [-4.699, -0.633, 1.152], [-3.674, -2.083, 1.205], [-6.078, -2.676, 0.671], [-6.038, -1.673, -0.769], [-5.027, -3.110, -0.666], [-0.498, 0.060, 3.473], [-1.802, -0.721, 3.442], [-0.560, 0.904, 4.181], [0.319, -0.595, 3.813], [-2.067, -1.019, 4.461], [-2.636, -0.125, 3.061], [-1.724, -1.638, 2.847], [-1.004, 2.341, 1.980], [-0.568, 3.445, 1.019], [-0.916, 2.673, 3.029], [-2.051, 2.048, 1.791], [-1.183, 4.337, 1.208], [0.478, 3.737, 1.180], [-0.700, 3.157, -0.037], [1.637, 1.492, 2.358], [2.609, 0.568, 3.079], [1.419, 2.373, 2.986], [2.100, 1.850, 1.420], [3.474, 1.156, 3.404], [2.179, 0.111, 3.975], [2.984, -0.228, 2.430], [0.934, -2.147, 0.889], [1.533, -3.353, 0.872], [1.506, -3.769, -0.455], [0.888, -2.744, -1.177], [0.490, -1.763, -0.332], [0.771, -1.569, 1.715], [1.887, -3.825, 1.791], [1.849, -4.694, -0.892], [0.702, -2.651, -2.231]], "lowdin_charge": [0.07, -0.13, 0.00, -0.21, -0.01, -0.12, -0.01, 0.55, 0.91, -0.02, -0.17, 0.02, -0.08, -0.61, -0.18, 0.00, 0.94, 0.13, 0.12, 0.11, 0.11, 0.11, 0.12, 0.14, 0.13, 0.13, 0.11, 0.93, -0.43, -0.16, 0.10, 0.03, 0.09, 0.07, 0.01, -0.46, -0.14, -0.05, 0.08, 0.09, 0.06, 0.09, -0.39, -0.13, 0.09, 0.07, 0.09, 0.06, 0.07, -0.40, -0.15, 0.10, 0.07, 0.09, 0.06, 0.06, -0.42, -0.14, 0.09, 0.07, 0.09, 0.07, 0.04, -0.41, -0.14, 0.09, 0.07, 0.08, 0.06, 0.06, 0.00, -0.03, -0.03, -0.12, -0.07, 0.09, 0.14, 0.11, 0.10]}



3.
{"formula": "C4H11N2O", "method": "ωB97M-V/def2-TZVPD", "total_charge": -1, "lumo_energy_ev": 3.0, "gap_ha": 0.20086, "multiplicity": 1, "elements": ["C", "C", "C", "N", "N", "C", "O", "H", "H", "H", "H", "H", "H", "H", "H", "H", "H", "H"], "xyz": [[0.633, 0.035, 0.109], [-0.123, 0.498, 1.294], [-1.543, 0.947, 0.998], [-1.852, 2.020, 0.018], [1.376, -1.186, 0.141], [1.086, -1.652, -1.596], [-0.169, -1.921, -1.916], [0.054, 0.038, -0.906], [1.325, 0.862, -0.196], [0.326, 1.331, 1.837], [-0.220, -0.287, 1.990], [-2.051, 0.060, 0.731], [-2.043, 1.136, 1.964], [-0.945, 2.503, -0.086], [-0.188, 0.518, -1.590], [0.846, -1.870, 0.652], [1.607, -0.698, -1.865], [1.882, -2.335, -1.580]], "lowdin_charge": [-0.36, -0.22, -0.46, -0.12, -0.01, -0.40, -0.24, 0.01, 0.12, 0.11, 0.08, 0.06, 0.08, -0.09, 0.26, 0.06, 0.08, 0.05]}



4.
{"formula": "C3H9NO2", "method": "ωB97M-V/def2-TZVPD", "total_charge": 0, "lumo_energy_ev": 0.8, "gap_ha": 0.39115, "multiplicity": 1, "elements": ["C", "C", "C", "N", "O", "O", "H", "H", "H", "H", "H", "H", "H", "H", "H"], "xyz": [[0.630, -0.708, -0.715], [1.078, 1.234, 0.574], [0.436, -1.601, 0.470], [0.849, 0.567, -0.704], [-1.855, 1.047, -1.356], [-2.435, 0.747, -0.056], [-2.980, -0.008, -0.344], [-0.854, 1.130, -1.130], [0.544, -1.188, -1.702], [0.125, 1.517, 1.031], [1.650, 2.149, 0.394], [1.659, 0.629, 1.276], [1.387, -2.079, 0.718], [-0.289, -2.376, 0.207], [0.056, -1.060, 1.338]], "lowdin_charge": [-0.22, -0.13, -0.08, -0.06, -0.13, -0.11, 0.09, 0.06, 0.12, 0.08, 0.08, 0.08, 0.08, 0.08, 0.07]}



For the records above, the corresponding energy above the lowest of the compared OMol25 structures with the same formula, charge and spin values read 0.0000, 0.1326, 7.4352, 4.5747 eV.